1.
C2H9N2 | ωB97M-V/def2-TZVPD

Last column: Mulliken charge in e.
CARTESIAN COORDINATES (ANGSTROEM)
H 0.588 1.470 0.940  1.0408
H -0.575 -1.771 1.481  0.2946
H -1.219 -0.789 -1.060  0.2002
C -0.403 1.217 -0.828  -0.6094
H 0.829 -0.019 0.212  0.2145
C -1.165 0.259 -1.329  -0.7453
H 0.879 -1.468 2.017  0.3678
H -1.892 0.451 -2.115  0.2265
H 0.695 -2.553 0.825  0.2380
H 1.677 1.542 -0.346  0.8859
H -0.561 2.279 -0.983  0.5441
N 0.767 1.016 0.040  -1.6164
N 0.381 -1.634 1.147  -1.0413

As for the total charge: 0. For the energy above the lowest of the compared OMol25 structures with the same formula, charge and spin, the calculation gives 204.7 kJ/mol. As for the highest occupied orbital energy (alpha / beta): -3.4 / -10.2 eV. Its largest force on an atom is 1.00 eV/Å. Its expectation value of S² is 0.75. The spin multiplicity is 2.

2.
C9H14N2O2 | ωB97M-V/def2-TZVPD

Last column: Mulliken charge in e.
CARTESIAN COORDINATES (ANGSTROEM)
H 0.293 2.326 1.867  0.2977
H -0.339 -0.833 -2.250  0.3122
H 2.769 -1.911 1.102  0.2578
H -2.651 3.242 1.719  0.3110
O -0.053 -3.487 -1.646  -0.6633
O 0.706 1.179 -1.424  -0.5885
H -0.599 -0.123 0.789  -0.0483
H -3.503 1.008 1.274  0.2942
N 1.340 -2.453 -0.133  -0.0712
N 0.128 -1.070 -1.239  -0.0184
C -2.477 1.105 1.685  -0.5411
H 0.297 1.679 -0.157  0.3156
H 1.623 -3.450 0.240  0.3489
C -0.577 2.813 1.458  -0.6995
C 2.226 -0.226 -0.240  -0.8185
H -2.374 0.383 2.556  0.2462
H -1.266 2.528 -0.582  0.2829
C 0.995 0.061 -0.984  0.6079
C 2.147 -1.465 0.185  -0.2088
C -1.976 2.598 2.129  -0.7548
C -0.669 2.048 0.198  -0.4441
H -0.305 3.903 1.322  0.2993
H -1.950 2.796 3.227  0.3768
C -1.517 0.698 0.534  -0.2019
H -1.994 -0.095 -0.203  0.2733
C 0.448 -2.441 -1.086  0.3134
H 2.899 0.527 -0.007  0.5212

As for the total charge: 0. For the energy above the lowest of the compared OMol25 structures with the same formula, charge and spin, the calculation gives 477.8 kJ/mol. As for the highest occupied orbital energy: -9.0 eV. Its SMILES is O=c1cc[nH]c(=O)[nH]1.C1CCCC1. Its largest force on an atom is 7.18 eV/Å.

3.
C4H8NS2 | ωB97M-V/def2-TZVPD

Last column: Mulliken charge in e.
CARTESIAN COORDINATES (ANGSTROEM)
H -1.149 -0.059 2.098  0.3878
H 1.336 -0.122 2.093  0.4731
H -0.507 1.199 -1.281  0.3446
H -0.352 -0.425 -1.975  0.3249
C 0.737 -0.209 1.235  -0.3013
H 3.378 -0.109 -1.331  0.2031
C -1.309 -0.295 -0.159  0.1654
N -0.329 0.220 -1.124  -0.2576
S 2.908 0.669 -0.261  -0.1135
C 1.515 -0.283 -0.032  -0.2003
H 1.318 -1.285 -0.602  0.3279
H -1.656 -1.342 -0.334  0.2778
H -2.548 1.622 0.739  0.2130
S -2.766 0.763 -0.238  -0.0681
C -0.576 -0.343 1.171  -0.7767

As for the total charge: +1. For the energy above the lowest of the compared OMol25 structures with the same formula, charge and spin, the calculation gives 140.1 kJ/mol. As for the highest occupied orbital energy (alpha / beta): -10.9 / -13.8 eV. Its largest force on an atom is 4.61 eV/Å. Its expectation value of S² is 2.02. The spin multiplicity is 3.

4.
C4H4IO2 | ωB97M-V/def2-TZVPD

Last column: Mulliken charge in e.
CARTESIAN COORDINATES (ANGSTROEM)
I 1.881 -3.719 0.349  -0.9210
H -0.760 -0.306 1.691  0.2547
H 1.340 -0.772 0.400  -0.0436
C -1.097 0.587 -1.578  0.7189
O -1.128 -0.666 -1.151  -0.3784
C -0.390 0.349 -0.368  0.4350
C -0.360 0.503 1.101  -0.5891
O -1.489 1.294 -2.456  -0.5678
H 1.620 1.020 0.182  0.1981
C 0.909 0.219 0.316  -0.3206
H -0.525 1.490 1.514  0.2138

As for the total charge: -1. For the energy above the lowest of the compared OMol25 structures with the same formula, charge and spin, the calculation gives 47.3 kJ/mol. As for the highest occupied orbital energy: -3.6 eV. Its largest force on an atom is 0.99 eV/Å.